The following is a quantum chemistry calculation of a cluster of 12 separate species, C76H116N12O4 in total in a non-equilibrium geometry, from the OMol25 dataset.

The geometry in XYZ format:
```
208
Properties=species:S:1:pos:R:3:forces:R:3
N 3.65778 2.35935 4.52083 -1.6 1.1 -0.4
C 2.58223 2.24862 5.30478 -0.6 1.4 0.3
C 2.53428 1.51658 6.45102 1.7 -2.2 1.5
C 3.69231 0.73159 6.77550 -0.4 0.9 -1.8
C 4.77731 0.78133 5.88320 -0.2 -1.1 2.5
C 4.69256 1.66300 4.86177 1.7 -0.7 -1.6
H 1.74165 2.92572 5.14794 0.1 -0.3 -0.6
H 1.68254 1.44445 7.13317 0.2 0.3 -0.5
H 3.72041 0.11677 7.63587 -0.1 -0.6 0.7
H 5.72754 0.20575 5.98192 -1.1 0.4 0.3
H 5.56538 1.65888 4.22369 -0.2 0.7 -0.2
N -4.24645 -1.65544 4.22602 0.5 -0.7 0.2
C -4.13292 -0.39048 4.60201 -0.4 0.8 -0.8
C -5.15773 0.54175 4.35983 -1.0 -1.6 0.5
C -6.40712 0.06566 3.88616 1.2 -1.3 -0.5
C -6.51940 -1.30034 3.53875 1.8 1.3 0.6
C -5.37565 -2.10118 3.70011 -1.3 -0.6 -0.3
H -3.14933 -0.08021 5.00418 -0.7 -0.2 -0.1
H -5.04307 1.52936 4.71735 0.1 1.0 0.0
H -7.28128 0.65198 3.65781 0.1 0.6 0.3
H -7.42466 -1.65376 3.11197 -0.6 -0.5 -0.2
H -5.44919 -3.18408 3.40540 0.4 1.1 0.3
N -3.60244 4.89547 -4.23493 -0.2 -0.6 -0.9
C -3.18800 4.30326 -5.37355 0.0 0.5 1.5
C -2.56347 3.07330 -5.37774 0.7 0.1 -0.7
C -2.17974 2.46090 -4.20545 0.1 -1.1 0.9
C -2.70319 3.00946 -3.04085 -0.2 0.0 -0.3
C -3.45838 4.17241 -3.13377 0.9 0.0 -0.6
H -3.25560 4.90971 -6.24992 -0.3 0.1 -0.6
H -2.25804 2.66092 -6.31328 0.2 -0.2 -0.6
H -1.52434 1.53922 -4.17447 -0.9 1.2 -0.2
H -2.57699 2.58082 -2.06894 0.3 -0.3 0.3
H -3.84851 4.61736 -2.26336 -0.5 0.4 1.1
N 3.42527 -3.25718 7.83145 -0.6 -1.0 -0.9
C 2.46836 -3.15491 6.87357 1.0 0.1 0.4
C 2.78968 -2.75160 5.58464 -1.3 -0.2 -0.4
C 4.10448 -2.64651 5.16875 0.2 -0.3 2.5
C 5.11268 -2.84157 6.11809 -1.9 -0.4 1.4
C 4.69814 -3.17617 7.44744 0.5 0.7 0.1
H 1.45644 -3.50266 7.13190 0.4 0.7 0.1
H 1.97746 -2.52808 4.87400 0.5 -0.5 0.4
H 4.28679 -2.50734 4.15826 0.6 0.8 -1.6
H 6.13804 -2.69630 5.92273 1.0 -0.2 -0.4
H 5.40640 -3.37187 8.30553 -0.5 0.4 -1.3
N 0.02324 3.49563 -1.42302 -1.1 0.1 1.6
C 0.67511 2.96506 -2.42353 1.1 -0.4 -0.3
C 1.01154 3.73055 -3.53039 -0.2 -0.4 1.0
C 0.63793 5.04937 -3.58931 0.1 1.0 -1.6
C -0.06027 5.61582 -2.56409 -0.9 0.1 2.5
C -0.36357 4.76660 -1.45864 1.1 0.4 -2.1
H 1.04315 1.93017 -2.23004 -0.3 0.7 -0.6
H 1.68801 3.37721 -4.24041 0.7 -0.8 -1.3
H 0.90584 5.62163 -4.49641 -0.1 -0.2 0.7
H -0.30392 6.68943 -2.42264 0.1 -0.9 -0.7
H -0.84579 5.16476 -0.60543 -0.5 0.3 0.8
N 4.35132 5.38716 -0.94902 -0.3 -0.2 -0.8
C 4.46495 5.86828 0.28172 0.6 -0.1 -0.5
C 4.36599 5.12029 1.44693 0.3 0.7 1.1
C 4.01857 3.80142 1.29350 -0.4 -0.7 0.4
C 3.79240 3.35222 0.00532 -0.9 -1.6 -0.1
C 3.97777 4.10170 -1.10975 0.9 2.0 0.8
H 4.77284 6.89458 0.30159 0.0 0.5 0.3
H 4.57555 5.60705 2.43624 -0.3 -0.7 -1.1
H 3.86507 3.08486 2.11369 0.2 0.6 -0.1
H 3.34729 2.39361 -0.18691 0.2 -0.7 0.4
H 3.90872 3.69360 -2.10430 -0.2 0.1 -0.2
N -0.77922 5.62162 1.88075 -0.6 0.7 -0.1
C 0.29661 4.86384 1.99980 0.7 0.0 -0.3
C 0.99107 4.71911 3.19623 0.0 -0.6 0.5
C 0.48566 5.35929 4.32602 1.5 0.3 -0.5
C -0.63213 6.15244 4.17468 0.0 -0.2 1.2
C -1.23993 6.28614 2.96421 0.4 -1.6 -1.1
H 0.71466 4.40253 1.08105 -0.5 0.2 0.6
H 1.85714 4.04707 3.22287 -0.2 0.5 0.1
H 1.07874 5.45173 5.24939 -0.5 -0.6 -0.3
H -1.02632 6.56624 5.07826 -0.4 0.7 0.2
H -2.16239 6.80997 2.85058 -0.4 0.5 -0.2
N -1.36792 -4.28217 1.83473 1.6 -0.3 -0.9
C -1.73869 -3.98361 3.03730 -2.1 -0.1 2.0
C -2.90403 -4.53401 3.62654 1.2 0.6 -1.0
C -3.70740 -5.36103 2.89248 0.2 -0.5 -0.6
C -3.28882 -5.73559 1.61242 2.1 0.6 0.2
C -2.02975 -5.20858 1.16857 -2.3 -0.7 -0.3
H -1.20764 -3.24114 3.60800 0.4 0.2 -0.1
H -3.18766 -4.26054 4.60078 -0.2 0.4 1.1
H -4.60253 -5.74509 3.35935 -0.2 -0.1 -0.2
H -3.81331 -6.47295 1.03836 -0.2 -0.1 -0.3
H -1.61252 -5.47166 0.19546 -0.2 -0.1 0.2
C 2.48828 -3.82890 -3.94740 0.3 0.3 -0.6
C 1.39394 -2.73225 -4.12628 -1.5 -1.3 -0.6
C 1.92513 -1.32188 -4.23538 0.6 0.6 -0.9
C 0.86243 -0.32459 -4.74676 0.8 -0.2 0.3
C 0.26509 -0.71746 -6.11893 0.4 0.1 1.7
C -0.26436 -2.14091 -6.13579 -0.3 -1.1 0.6
N 0.71737 -3.05289 -5.43538 0.2 0.2 0.0
O 0.06219 -4.32833 -5.26168 0.8 -0.1 -0.7
C -1.71304 -2.24956 -5.51368 1.1 0.6 -0.4
C -0.23105 -2.63702 -7.60066 0.3 2.0 1.0
C 0.37699 -2.93165 -2.94674 1.6 1.4 -0.1
H 1.97692 -4.81679 -4.05145 0.8 0.7 -0.2
H 2.86533 -3.84226 -2.93606 0.1 0.3 0.5
H 3.40817 -3.67955 -4.60573 -1.5 -0.4 0.5
H 2.20359 -1.03168 -3.21803 0.5 0.2 -0.2
H 2.78910 -1.24852 -4.95224 -0.4 -0.4 0.9
H 1.31164 0.70495 -4.76383 -0.5 -0.8 0.0
H 0.14740 -0.38270 -3.93197 -0.8 0.6 -0.2
H 0.99868 -0.60809 -6.90756 0.3 0.2 -0.1
H -0.54495 -0.03094 -6.29121 -0.5 0.3 -0.5
H -1.65848 -2.10933 -4.42362 -0.3 0.1 -0.6
H -2.35334 -1.45684 -5.97307 0.3 -0.8 0.3
H -2.05638 -3.26459 -5.70566 -0.4 0.2 0.0
H -0.32369 -3.68116 -7.64640 -0.6 -1.3 -0.3
H -0.91683 -2.04827 -8.19552 -0.6 -0.3 -0.2
H 0.74313 -2.34258 -7.95045 0.6 -0.3 -0.3
H 0.82845 -2.50084 -2.05633 0.2 -0.3 0.4
H 0.15205 -3.95729 -2.77492 -0.2 -0.8 0.0
H -0.52549 -2.37230 -3.05350 -0.6 0.2 -0.3
H 0.74759 -4.90060 -5.65581 -0.8 0.1 0.2
C 5.58648 -4.39299 2.37416 -0.9 0.7 -0.5
C 5.78873 -3.15040 1.43679 -0.1 -1.3 -1.2
C 4.38017 -2.68714 1.06550 -0.7 0.1 -0.7
C 4.30456 -1.26299 0.48331 1.7 0.6 2.3
C 5.00266 -0.21450 1.47321 0.8 -1.9 -1.2
C 6.45976 -0.71080 1.78789 -0.7 0.5 -0.1
N 6.43365 -2.11272 2.22225 -0.3 -0.4 0.2
O 7.77827 -2.54635 2.44105 0.0 0.0 -0.7
C 7.34795 -0.45108 0.56981 0.6 0.1 0.7
C 7.00191 0.06424 3.00482 0.4 -0.2 -0.3
C 6.50651 -3.63165 0.06984 0.1 1.8 1.8
H 6.46697 -4.84372 2.79711 0.6 0.1 0.0
H 5.06003 -5.19626 1.81285 0.1 0.6 0.4
H 4.96418 -4.00242 3.20772 0.3 -0.8 -0.5
H 3.97798 -3.39377 0.28227 0.3 0.5 0.9
H 3.72741 -2.75900 1.95951 0.2 0.1 -0.5
H 3.30785 -0.95508 0.38105 -1.5 0.2 -0.3
H 4.79107 -1.17247 -0.46657 0.3 -0.2 -0.6
H 4.44886 -0.06090 2.38167 -0.4 -0.2 0.5
H 5.08804 0.75180 0.98132 0.0 0.2 -0.1
H 6.85497 -0.62255 -0.36515 -0.5 0.2 -0.5
H 7.70230 0.58528 0.66746 0.0 -0.3 -0.5
H 8.19588 -1.13777 0.57228 0.2 0.2 0.2
H 6.45121 -0.28884 3.89489 0.5 0.0 -0.3
H 8.11407 -0.15453 3.08087 -1.3 0.7 0.2
H 6.74475 1.13919 2.89255 0.8 -0.6 -0.1
H 6.06153 -4.58272 -0.16309 0.4 -0.4 -0.3
H 7.58138 -3.58564 0.24381 0.1 -0.9 0.1
H 6.40266 -2.92767 -0.75597 -0.6 0.0 0.0
H 7.90325 -2.38768 3.36673 0.2 0.0 0.8
C -2.26138 -1.95871 -0.00205 -0.8 -0.7 0.1
C -1.47843 -0.72513 0.40309 1.9 -0.4 0.0
C -2.32772 0.22909 1.17429 -0.8 1.3 -1.1
C -1.55656 1.32678 1.94614 -2.2 -1.4 1.2
C -0.56143 0.73193 2.89455 2.1 -0.9 -1.8
C 0.44749 -0.17423 2.11572 -1.3 1.7 -1.2
N -0.45152 -1.16019 1.42362 1.4 -0.8 -0.5
O 0.47181 -2.09678 0.74916 -0.1 1.9 0.1
C 1.34291 0.69914 1.16908 -0.2 -0.6 -0.3
C 1.29174 -0.87378 3.11695 0.4 -0.8 0.2
C -0.86516 -0.09363 -0.84664 1.1 1.9 1.6
H -1.59170 -2.81033 -0.26055 -0.7 0.8 -0.3
H -3.06088 -1.77618 -0.76588 1.1 0.1 0.2
H -2.84851 -2.26356 0.86033 0.0 -0.4 0.3
H -3.01317 0.72198 0.43514 0.5 -0.3 0.7
H -2.95260 -0.39773 1.80182 -0.1 0.3 0.6
H -2.32554 1.69471 2.63958 0.0 0.9 -0.5
H -1.15741 2.10124 1.30327 0.1 0.2 0.0
H -0.88517 0.08727 3.68150 -1.2 -0.2 0.5
H 0.02742 1.49786 3.32980 0.6 1.0 0.7
H 0.96875 1.69704 0.94204 -0.4 0.0 0.1
H 2.33758 0.85081 1.57549 0.2 -0.1 0.3
H 1.46109 0.18282 0.21132 0.1 0.1 0.2
H 0.58326 -1.43014 3.74191 0.5 -0.6 -0.1
H 2.11241 -1.45373 2.64586 -0.8 -0.1 0.4
H 1.77100 -0.17441 3.78863 0.1 0.5 0.1
H -0.55683 0.96146 -0.53371 -0.2 -1.3 -0.9
H -1.64882 0.00757 -1.55006 -0.7 0.1 -1.1
H -0.00408 -0.63775 -1.26110 -0.4 0.1 0.2
H 0.01934 -2.89635 0.94985 -0.5 -1.7 0.4
C -4.89757 0.56958 -1.51807 0.0 0.0 -0.2
C -6.31460 0.83704 -2.00065 -0.1 -0.4 0.7
C -6.58647 2.25920 -2.54781 1.8 0.0 0.9
C -6.17518 2.50721 -3.98751 -0.2 0.6 -0.7
C -6.96920 1.53862 -4.86998 0.6 -1.0 0.6
C -6.52156 0.10524 -4.46755 -0.9 -0.4 -1.6
N -6.77241 -0.14478 -3.05749 -0.2 1.6 0.9
O -6.28247 -1.41350 -2.73478 -1.2 -1.5 1.0
C -7.48733 -0.88193 -5.23759 1.7 -0.1 0.1
C -5.06148 -0.16872 -4.96759 -1.0 1.4 0.5
C -7.14550 0.52442 -0.69834 -2.0 1.5 -2.7
H -4.85292 -0.47400 -1.21249 0.3 0.0 -0.1
H -4.60694 1.16331 -0.65461 -0.4 0.3 0.0
H -4.19500 0.78018 -2.28928 0.9 -0.1 -0.7
H -7.62613 2.35663 -2.59795 -1.9 0.5 0.6
H -6.12079 3.02219 -1.85509 -0.7 -0.8 -0.6
H -5.10542 2.30939 -4.11817 -0.2 0.4 -0.1
H -6.38329 3.57539 -4.25632 0.3 -0.8 0.2
H -6.72746 1.55175 -5.93541 0.0 0.6 0.0
H -8.07697 1.61682 -4.78548 0.7 0.1 0.2
H -7.49893 -0.75889 -6.34683 -0.1 0.3 0.9
H -7.00732 -1.84411 -5.06112 -0.5 -0.4 -0.1
H -8.47039 -0.85644 -4.78767 -0.3 0.0 -0.1
H -4.61402 -1.02450 -4.49619 0.2 -0.4 0.1
H -5.12466 -0.25029 -6.03605 0.1 -0.5 -0.6
H -4.45673 0.73031 -4.82242 0.2 -0.3 0.3
H -7.11271 -0.50643 -0.50598 0.0 -1.6 0.1
H -8.20936 0.80952 -0.96700 1.0 -0.3 0.8
H -6.80623 0.98312 0.20123 0.3 0.9 0.4
H -7.05745 -1.81596 -2.25517 1.3 0.3 -0.9
```
Forces are in eV/Å.

Values from the calculation:
* LUMO level: 0.456 eV
* E_tot: -3923.21862 Ha
* orbital gap: 8.7 eV
* SMILES string: CC1(C)CCCC(C)(C)N1O.CC1(C)CCCC(C)(C)N1O.CC1(C)CCCC(C)(C)N1O.CC1(C)CCCC(C)(C)N1O.c1ccncc1.c1ccncc1.c1ccncc1.c1ccncc1.c1ccncc1.c1ccncc1.c1ccncc1.c1ccncc1
* energy above the lowest of the compared OMol25 structures with the same formula, charge and spin: 108.8 kJ/mol
* total charge: 0